No. 1
75
Properties=species:S:1:pos:R:3:forces:R:3 method="wB97M-V/def2-TZVPD" lumo_ev="0.289 / 0.080" e_above_lowest_ev=0.715 charge=0 spin_multiplicity=3 homo_lumo_gap_ev="8.82 / 8.92" homo_energy_ev="-8.54 / -8.85"
C 0.971982 -2.833837 -1.020008 0.473 0.010 -0.324
C 2.104301 -3.716519 -1.530600 -0.266 0.572 0.844
O 1.569694 -4.918376 -2.109788 0.509 0.327 -0.595
N 0.950237 -5.711094 -1.145651 -0.738 -0.599 0.277
P -0.810962 -5.912266 -1.467369 -0.973 -0.958 0.204
O -1.176486 -4.730957 -2.517571 0.614 0.244 0.304
I -1.855453 -5.185920 0.664321 0.310 0.249 -0.124
S 1.662505 -7.270471 -1.369344 0.538 0.581 -1.570
O 3.052630 -7.102981 -1.445508 0.982 0.301 0.981
O 1.046969 -7.949268 -2.441019 -0.934 -0.582 -0.238
F 1.288995 -8.031152 -0.073777 -0.238 0.604 0.240
H 0.502197 -3.286485 -0.148848 -0.181 0.133 -0.026
H 0.269823 -2.673869 -1.837226 -0.224 -0.108 0.152
H 1.343287 -1.846666 -0.747535 0.110 -0.076 0.130
H 2.662437 -3.195746 -2.305157 -0.116 -0.371 -0.392
H 2.816424 -3.957461 -0.738121 -0.078 -0.232 0.011
H -1.977519 -4.958874 -3.012260 0.192 -0.079 0.106
C -1.449160 0.023265 5.234163 0.058 0.344 0.007
C -0.490100 -1.036149 4.656210 -1.372 0.610 1.361
C 0.828508 -1.015135 5.433755 0.523 0.103 -0.221
C 1.703305 0.191706 5.102510 -0.055 -0.059 -0.017
C 1.932480 0.286673 3.596541 0.127 -0.336 0.453
C 0.633506 0.287204 2.786466 -0.209 1.965 -0.488
N -0.290944 -0.813644 3.193015 2.119 -1.321 0.349
O 0.135837 -1.919443 2.669645 -0.608 -0.167 -0.508
C -0.063405 1.656346 2.932204 -0.120 0.149 0.284
C 0.979769 0.200119 1.302870 -0.063 -0.617 -0.256
C -1.199548 -2.363319 4.925218 0.169 -0.426 -0.473
H -2.356826 0.095890 4.633162 0.041 -0.001 -0.054
H -1.747234 -0.253083 6.246045 0.045 -0.153 -0.037
H -1.013733 1.015230 5.320110 0.002 0.002 -0.096
H 1.395700 -1.926582 5.218454 -0.087 -0.020 -0.130
H 0.620386 -1.032784 6.505920 -0.186 -0.032 -0.040
H 1.248194 1.109580 5.484717 -0.021 -0.002 -0.034
H 2.664028 0.094178 5.612551 -0.009 0.025 0.004
H 2.503242 1.190735 3.371781 -0.125 0.035 -0.154
H 2.558546 -0.556195 3.286145 -0.122 -0.065 -0.067
H -1.085749 1.618608 2.552987 -0.005 -0.059 0.032
H 0.467963 2.414970 2.356940 0.080 -0.129 -0.083
H -0.085226 2.031238 3.953037 -0.077 -0.072 0.018
H 1.577585 -0.678124 1.068097 -0.113 -0.089 0.104
H 1.566260 1.067578 0.999950 -0.064 0.107 0.184
H 0.078729 0.178054 0.686617 0.011 -0.026 -0.008
H -2.134151 -2.430005 4.365591 0.028 0.010 -0.035
H -1.436242 -2.449165 5.985684 0.032 0.194 0.021
H -0.583331 -3.223243 4.667842 -0.002 0.058 -0.151
C 0.824919 4.545820 -2.960959 -0.241 0.251 -0.041
C 0.574703 3.043072 -3.195980 1.182 1.662 -0.089
C 0.178376 2.808212 -4.655829 -0.493 -0.236 -0.189
C -1.246012 3.257785 -4.973224 0.055 -0.032 0.064
C -2.236738 2.612811 -4.006891 0.353 -0.144 -0.427
C -1.882836 2.844891 -2.535826 -1.315 1.453 0.577
N -0.452461 2.532185 -2.240760 -0.300 -1.843 -1.679
O -0.327504 1.244877 -2.162331 0.231 -0.095 0.800
C -2.206229 4.304325 -2.152504 0.142 0.280 -0.129
C -2.822346 2.011982 -1.663551 0.294 -0.577 0.142
C 1.937834 2.397957 -2.946029 -0.101 -0.614 0.235
H 1.010512 4.749293 -1.905222 -0.053 -0.040 0.012
H 1.704773 4.870913 -3.516961 0.044 -0.156 -0.006
H 0.015077 5.187691 -3.297243 -0.054 -0.038 0.072
H 0.268065 1.743128 -4.893163 -0.001 -0.032 0.154
H 0.880821 3.326194 -5.312562 0.107 0.039 0.153
H -1.319967 4.347999 -4.935086 -0.005 -0.007 0.038
H -1.496457 2.972320 -5.996984 -0.009 0.024 0.004
H -3.240379 2.995679 -4.205596 -0.026 0.021 0.197
H -2.272767 1.537907 -4.211324 0.078 -0.027 0.130
H -1.767537 4.563388 -1.187770 0.057 -0.028 -0.023
H -3.283952 4.443703 -2.066459 -0.014 -0.168 -0.001
H -1.879366 5.034153 -2.889553 0.100 -0.017 0.037
H -2.781162 0.950479 -1.901706 0.165 0.008 0.045
H -3.852928 2.330508 -1.818229 0.068 0.167 -0.090
H -2.587964 2.136781 -0.604588 0.037 -0.014 -0.014
H 2.245348 2.518667 -1.905699 -0.039 -0.016 0.006
H 2.692235 2.869023 -3.575829 -0.124 0.149 -0.031
H 1.944494 1.335699 -3.184910 -0.112 -0.014 0.111



No. 2
71
Properties=species:S:1:pos:R:3:forces:R:3 method="wB97M-V/def2-TZVPD" lumo_ev=-3.589 e_above_lowest_ev=6.339 charge=0 homo_lumo_gap_ev=1.41 homo_energy_ev=-5.00
N -3.147821 -2.512571 -5.702549 0.934 1.631 1.723
C -2.419038 -1.761720 -4.638498 -0.051 -1.751 1.230
N -2.163125 -0.432468 -4.932525 1.224 -0.137 -0.256
N -1.970077 -2.353156 -3.414299 -4.529 2.815 -3.809
C -2.836797 -3.479693 -2.949965 0.065 -2.357 1.652
C -4.056579 -3.062127 -1.992514 -0.730 -0.073 -0.194
C -5.017673 -1.914833 -2.566465 -0.723 -0.950 1.206
F -6.384568 -2.329291 -2.246224 2.072 0.766 -0.621
C -1.675410 -1.349186 -2.348342 2.005 1.196 1.978
C -1.027778 -1.977256 -1.007036 0.978 0.737 -0.481
C -0.862283 -0.717678 0.011606 -0.342 -0.282 -1.379
N -0.361982 -1.115533 1.351488 -0.047 1.694 -0.168
C -0.797323 -0.007071 2.292159 -1.463 -0.023 0.417
C -2.276738 -0.441234 2.801232 -1.505 -0.262 1.002
C -2.335375 -1.573843 3.849734 -3.690 1.080 -0.848
C -3.705108 -2.115184 4.387141 0.467 3.394 -3.278
C -4.978471 -1.448487 3.805005 2.444 1.160 -1.000
C -4.941152 -0.268559 2.771377 3.240 -1.613 1.039
C -3.559832 0.258489 2.249817 -0.760 -3.530 2.590
O -3.502696 1.333648 1.313213 0.011 -1.439 0.795
H -2.952825 -1.979074 -6.576539 -0.123 -0.441 0.884
H -4.167555 -2.349470 -5.549818 0.852 -0.641 0.090
H -1.297900 -0.215790 -5.446855 -0.783 0.094 0.502
H -2.782353 0.335120 -4.654444 0.508 -0.706 -0.019
H -3.259292 -4.136723 -3.779456 0.889 1.338 0.716
H -2.155215 -4.170373 -2.319318 -1.090 1.118 -1.090
H -3.754229 -2.777049 -0.926652 -0.167 -0.377 -1.649
H -4.716131 -4.006886 -1.882159 1.124 1.497 -0.307
H -4.997781 -1.783336 -3.697856 0.052 -0.027 1.528
H -4.835034 -0.960477 -1.969860 -0.394 -1.065 -1.198
H -2.581672 -0.724677 -2.017498 0.937 -1.181 -0.864
H -0.900300 -0.579464 -2.725912 -1.346 -1.441 0.387
H 0.028259 -2.367348 -1.274178 -1.712 0.467 0.435
H -1.628189 -2.832688 -0.555104 0.746 1.341 -0.460
H -0.201769 0.103170 -0.474446 -0.878 -1.319 0.606
H -1.918541 -0.244521 0.059563 1.642 -0.835 0.442
H 0.675836 -1.124256 1.362134 -0.847 0.102 -0.290
H -0.877722 1.007587 1.760293 0.194 -1.412 0.761
H -0.073317 0.132900 3.164288 -1.057 -0.482 -1.218
H -1.376922 -2.036506 4.252117 -1.376 0.830 -0.781
H -3.745376 -2.964129 5.146080 -0.018 1.425 -1.239
H -6.017447 -1.807327 4.125245 1.779 0.578 -0.452
H -5.921926 0.182060 2.378487 1.753 -0.752 0.731
H -3.613090 1.018845 0.391800 0.013 0.028 0.985
C 3.799991 -0.420378 2.805691 0.237 -0.095 0.076
Si 4.625806 1.053138 1.950766 -2.199 1.256 -1.348
C 5.989720 0.349113 0.864777 0.429 -0.331 0.302
C 5.408314 2.090367 3.309062 0.389 -0.308 0.356
N 3.428178 1.917018 1.050320 1.408 0.380 -0.058
Si 3.831869 3.329726 0.140489 -0.991 -2.250 1.438
C 5.070956 2.986426 -1.231379 0.147 0.484 -0.369
C 4.489119 4.726260 1.212859 0.138 0.491 -0.300
C 2.268018 3.985179 -0.699435 0.112 0.241 -0.100
H 4.542138 -0.983598 3.379519 -0.086 -0.135 0.065
H 3.019117 -0.081864 3.491413 -0.003 0.028 -0.020
H 3.351882 -1.093580 2.067285 0.020 0.030 0.007
H 6.601940 -0.356621 1.437295 0.098 -0.059 -0.061
H 6.657574 1.129318 0.495408 -0.039 -0.004 -0.045
H 5.569510 -0.186688 0.010261 -0.029 0.078 0.005
H 4.643985 2.592328 3.909463 0.028 -0.013 -0.120
H 6.087022 2.842345 2.903710 -0.046 0.046 0.002
H 5.997270 1.452318 3.978315 0.044 0.065 0.090
H 6.072468 2.805130 -0.837951 -0.014 -0.058 -0.008
H 5.137803 3.849721 -1.903272 0.082 -0.006 -0.097
H 4.765139 2.121643 -1.825620 0.008 -0.019 0.089
H 3.840044 4.892815 2.076023 0.033 -0.087 -0.025
H 4.529512 5.657520 0.637094 0.041 0.107 0.058
H 5.500844 4.522898 1.568966 -0.038 -0.015 0.044
H 1.509080 4.248107 0.043586 0.047 -0.064 -0.024
H 1.849684 3.237582 -1.379110 0.000 -0.033 0.032
H 2.503330 4.881941 -1.279803 -0.110 0.076 -0.085



No. 3
77
Properties=species:S:1:pos:R:3:forces:R:3 method="wB97M-V/def2-TZVPD" lumo_ev="-7.345 / -7.923" charge=+2 spin_multiplicity=4 homo_lumo_gap_ev="7.32 / 6.52" homo_energy_ev="-14.66 / -14.45"
Mo 0.433765 0.551560 -0.064504 0.071 0.067 0.130
O 2.511547 -3.265485 -0.227071 -0.021 0.021 -0.005
C 2.219021 -2.141268 0.368012 0.062 -0.064 0.036
O 1.578915 -1.260455 -0.198913 0.045 0.031 -0.030
C 2.788550 -2.076689 1.765962 -0.013 -0.027 -0.059
O 2.329676 -0.974586 2.484155 -0.037 0.083 0.014
C 3.193583 0.154644 2.567212 0.030 -0.090 0.017
C 2.616604 1.395938 1.910832 -0.058 0.028 -0.035
O 3.205198 2.429246 1.855831 0.103 -0.016 0.039
O 1.370475 1.252890 1.421600 -0.024 -0.016 -0.052
H 2.158632 -3.285190 -1.133208 0.003 -0.012 -0.001
H 3.879970 -2.106821 1.673093 -0.007 0.000 0.014
H 2.489299 -2.994510 2.275463 0.010 0.001 0.002
H 4.160082 -0.046233 2.098987 0.003 0.031 0.021
H 3.377229 0.381261 3.618745 0.002 0.036 -0.013
C -2.940965 -0.123742 -1.554349 -0.027 -0.014 -0.010
C -1.710393 -0.657280 -2.269679 0.017 -0.032 0.035
C -1.843835 -0.522588 -3.777368 0.026 0.031 0.004
C -1.402397 -2.096162 -1.887687 0.001 0.004 0.016
O -0.538244 0.133627 -1.868533 -0.048 0.094 -0.034
Ge -0.397958 2.060029 -2.293329 -0.049 -0.060 0.050
O -0.823870 2.122222 -0.384398 0.076 0.032 -0.025
C -1.049416 3.395584 0.360597 -0.016 -0.121 -0.043
C 0.207740 4.242938 0.301021 0.008 0.002 -0.028
C -2.214627 4.071924 -0.337906 -0.025 0.029 -0.010
C -1.417245 2.995636 1.776944 0.013 0.020 0.002
O 1.372235 1.647514 -1.451593 -0.013 0.016 -0.005
C 2.608028 1.515741 -2.257613 0.021 -0.001 -0.008
C 2.423436 0.379612 -3.249433 -0.040 -0.008 0.021
C 3.741889 1.244831 -1.287034 -0.006 0.015 -0.008
C 2.799758 2.851147 -2.954225 -0.019 0.010 0.013
H -3.808754 -0.733863 -1.808325 -0.009 0.011 0.007
H -3.160648 0.902282 -1.859651 -0.001 -0.005 -0.011
H -2.803623 -0.133406 -0.473124 0.006 -0.004 0.002
H -2.657220 -1.151603 -4.137986 -0.009 -0.002 0.001
H -0.924058 -0.832149 -4.274622 -0.004 -0.011 -0.003
H -2.075234 0.504561 -4.069584 -0.009 -0.007 -0.005
H -2.234937 -2.742881 -2.164967 -0.003 -0.001 -0.005
H -1.231641 -2.193233 -0.813676 -0.005 0.003 -0.009
H -0.514329 -2.442588 -2.418586 -0.002 0.001 -0.009
H 0.461584 4.501326 -0.731166 -0.028 0.011 0.000
H 1.062830 3.744921 0.755794 -0.004 -0.020 0.032
H 0.031996 5.176692 0.835469 0.023 0.009 -0.001
H -1.969267 4.346999 -1.366969 0.025 0.000 0.008
H -2.465115 4.993004 0.188116 -0.020 -0.002 -0.013
H -3.095321 3.429081 -0.344420 0.001 -0.006 0.023
H -0.585941 2.503446 2.281001 0.016 0.001 -0.004
H -2.281370 2.329547 1.773697 -0.017 0.007 -0.010
H -1.675167 3.887713 2.347901 -0.002 -0.007 0.003
H 2.204405 -0.555738 -2.732125 0.007 -0.006 -0.014
H 3.332436 0.250941 -3.836318 0.013 0.009 0.006
H 1.608324 0.585789 -3.947150 0.001 0.007 0.001
H 3.586271 0.298131 -0.762958 0.008 -0.005 0.010
H 3.837107 2.052296 -0.562300 -0.013 0.001 0.001
H 4.679887 1.167636 -1.836389 -0.001 -0.013 -0.004
H 1.984338 3.061271 -3.650488 0.009 -0.005 -0.008
H 3.723807 2.836323 -3.531477 0.002 0.000 -0.006
H 2.862845 3.659596 -2.225684 0.010 -0.005 0.002
C -4.658054 -1.126480 1.827954 -0.004 -0.007 -0.011
C -3.493352 -2.074427 1.755956 0.028 -0.008 0.015
O -2.459019 -1.617869 2.707305 -0.014 -0.031 -0.038
P -0.967326 -1.379645 2.347367 0.047 0.090 0.055
O -0.822101 -0.512067 1.101130 -0.100 -0.038 -0.073
Te -0.127565 -0.440261 4.393677 0.011 0.011 0.022
O -0.263893 -2.735633 1.960137 -0.023 -0.052 0.007
C -0.312843 -3.893275 2.870079 -0.011 -0.028 0.013
C 0.106468 -5.111291 2.091632 -0.001 0.021 -0.014
H -5.445846 -1.479271 1.161754 -0.009 0.009 0.000
H -4.368684 -0.121433 1.521848 0.007 0.005 -0.015
H -5.059426 -1.084541 2.838855 -0.001 -0.008 0.004
H -3.050392 -2.119251 0.760122 -0.015 0.006 0.005
H -3.757184 -3.080042 2.075873 -0.002 -0.001 0.001
H -1.329705 -3.983418 3.252007 0.003 -0.003 -0.008
H 0.353872 -3.680983 3.706665 0.006 0.008 -0.010
H -0.573157 -5.297973 1.261101 -0.002 -0.003 0.001
H 0.089332 -5.979554 2.749438 -0.001 -0.005 0.005
H 1.118991 -5.004019 1.701480 0.002 -0.012 -0.001



No. 4
71
Properties=species:S:1:pos:R:3:forces:R:3 method="wB97M-V/def2-TZVPD" lumo_ev=2.626 e_above_lowest_ev=2.560 charge=-1 homo_lumo_gap_ev=6.70 homo_energy_ev=-4.08
O 6.640113 2.285291 25.446061 0.279 0.076 -0.616
V 7.240891 2.571976 23.998104 0.395 0.816 -0.983
O 8.826360 2.822406 24.191267 -1.811 -0.878 -0.237
C 7.670206 -2.146668 22.001239 -0.518 0.737 -0.791
C 8.339545 -0.792733 22.442587 1.241 1.573 -1.009
C 9.783908 -0.625011 21.796737 -1.086 -1.482 0.039
C 9.838804 -0.310576 20.331570 -0.525 -0.026 -0.879
C 8.957989 0.878340 20.019779 1.120 0.934 0.260
C 7.582710 0.917868 20.648057 -2.199 0.029 0.604
N 7.695857 0.508481 22.131288 -0.248 1.563 -0.958
O 6.473444 0.808575 22.861234 1.904 1.519 0.527
C 6.647876 -0.063941 19.971899 -0.248 -0.952 -1.388
C 6.929167 2.376117 20.366254 1.232 -1.434 1.509
C 8.520670 -0.844649 23.960404 -0.643 -1.461 -0.925
H 8.154384 -3.030715 22.416137 -0.148 0.168 0.476
H 7.605026 -2.350159 20.932390 0.797 0.376 -0.219
H 6.594988 -2.104194 22.175010 -0.016 -0.143 0.935
H 10.177451 -1.640074 21.850326 0.784 0.066 0.725
H 10.365511 0.147967 22.299073 -0.106 -0.317 0.507
H 9.628938 -1.145083 19.662500 -0.512 -0.436 0.266
H 10.864907 -0.083424 20.042402 0.183 0.288 0.139
H 8.978270 1.072718 18.947450 -0.544 0.008 -0.158
H 9.515118 1.708984 20.453066 -0.104 0.440 0.084
H 6.221523 0.245542 19.017671 0.058 0.793 -0.142
H 5.764817 -0.366306 20.534832 0.353 -0.043 0.487
H 7.228280 -0.916723 19.619793 -0.174 -0.454 0.461
H 7.681393 3.105051 20.667783 -0.014 0.366 -0.505
H 6.056081 2.617209 20.972651 -0.059 -0.498 0.006
H 6.636492 2.380550 19.316296 0.372 0.338 0.044
H 9.091503 -0.048521 24.438320 -0.345 0.102 -0.241
H 9.005685 -1.813970 24.075688 0.358 0.023 0.643
H 7.492389 -0.992550 24.290364 0.152 0.471 0.820
C 6.168559 7.581243 24.608974 -0.854 -0.115 -0.753
C 6.330983 6.125586 25.104441 -1.411 1.530 1.633
C 5.361775 6.054592 26.390318 2.234 -0.053 -1.027
C 3.888532 6.071453 26.130387 0.637 -0.577 0.166
C 3.449030 5.108464 25.055490 -0.670 1.095 -0.141
C 4.400899 4.961161 23.838318 0.048 1.265 0.022
N 5.916482 5.025512 24.240738 -1.037 -1.063 0.108
O 6.864621 4.806137 23.168719 -1.053 -2.147 0.961
C 4.087647 6.077442 22.774833 0.297 -0.417 -0.728
C 3.940899 3.601359 23.286098 1.899 -0.421 -0.222
C 7.834372 6.071994 25.559579 -1.449 -1.246 -0.718
H 5.148725 7.959524 24.538670 -0.466 -0.550 -0.226
H 6.559655 7.622657 23.592399 0.564 0.623 0.191
H 6.543819 8.283447 25.353424 0.935 -0.061 -0.335
H 5.536688 6.939972 27.001554 0.587 -0.079 0.281
H 5.737817 5.155964 26.879369 -0.458 -0.127 0.471
H 3.597030 7.069792 25.804131 -0.039 0.155 0.320
H 3.459790 5.837632 27.104870 -0.648 0.194 -0.092
H 2.563855 5.633497 24.696446 -0.285 -0.356 -0.625
H 3.004621 4.175465 25.402059 0.779 -0.291 0.289
H 4.989309 6.607551 22.468107 0.032 -0.190 0.050
H 3.326435 6.835017 22.961209 -0.008 -0.025 0.843
H 3.701449 5.599781 21.874387 0.137 -0.169 -0.218
H 2.893708 3.513548 22.996655 -0.056 0.552 0.209
H 4.147706 2.857527 24.055555 -0.057 -0.223 -0.005
H 4.535525 3.324899 22.415422 0.023 -0.028 -0.170
H 8.478177 6.263036 24.701024 -0.019 0.173 0.105
H 8.028877 5.044418 25.866747 0.274 0.024 0.309
H 7.984048 6.788346 26.367377 0.073 -0.088 -0.039
C 4.313015 2.744763 28.228319 0.645 1.037 1.232
S 3.897148 1.218081 29.157645 -2.032 0.999 -2.273
O 2.355718 1.225139 29.132705 2.072 -0.206 0.473
C 4.388197 0.031421 27.881599 0.566 -0.747 0.172
H 4.355499 3.541111 28.971373 -0.739 0.062 0.469
H 3.560425 3.050416 27.501494 0.078 -0.635 -0.110
H 5.341769 2.890225 27.898760 0.042 -1.058 -0.737
H 5.455412 0.033149 27.659876 0.256 0.291 0.578
H 3.968242 0.067490 26.876398 -0.782 0.530 0.377
H 4.148563 -0.910841 28.374373 -0.043 -0.221 -0.321